The following is a DFT calculation (ωB97M-V/def2-TZVPD) of a cluster of 2 separate species, CH7N4 in total.

```
12
Properties=species:S:1:pos:R:3:forces:R:3
H -2.9599 -0.5850 -0.7895 0.7486 1.4063 1.5582
H -1.0337 -0.8470 0.0518 1.1165 0.1315 0.3976
N -2.4555 0.0060 -0.0459 1.0062 -0.6685 -2.6550
N 0.0359 -1.2948 -0.1460 -3.3669 -1.5078 -1.0890
H -3.1340 0.4225 0.5897 0.3148 -0.0393 -0.2159
N 1.0009 -0.7294 0.1476 -0.6086 0.8924 0.5850
H 2.8400 0.2863 -1.3648 0.5015 0.5357 2.3315
H 2.5328 -0.8503 1.3890 -0.6077 1.1386 -0.8634
H 3.8514 0.5167 0.1552 -1.1089 0.1419 -1.4101
C 2.1292 -0.3342 0.4624 1.9725 -1.5064 1.7938
H -1.8908 0.7385 -0.5761 -1.6564 -0.8248 0.9613
N 2.9139 0.4274 -0.3024 1.6884 0.3005 -1.3939
```
Forces are in eV/Å.

Values from the calculation:
relative energy (zero: lowest compared OMol25 entry of this formula, charge and spin) = 130.87 kJ/mol
frontier orbital gap = 8.64 eV
E_tot = -7101.4908 eV
strongest force on any atom = 3.85 eV/Å
total charge = +1

---

The following is a DFT calculation (ωB97M-V/def2-TZVPD) of a structure of composition C21H42NO4Se2Si2Zn.

```
73
Properties=species:S:1:pos:R:3:forces:R:3
H -1.9786 -14.6185 -0.1318 -0.1823 -0.7081 0.2861
C -3.7870 -16.3680 6.5969 0.7422 -1.3136 -0.1688
H -0.6388 -19.5916 0.8778 -0.1710 -0.4387 -0.3472
H -7.9651 -15.3488 2.1198 -0.8482 1.5594 0.7061
Si -3.6493 -14.1886 1.5578 1.0504 -2.3460 0.7415
H -2.4711 -22.4381 2.5980 1.4274 1.1372 -0.9526
C -5.2187 -14.8279 2.2779 -1.1207 -0.0367 -0.4471
N -5.1927 -17.2257 1.5069 -0.7741 0.7848 -0.1782
H -1.2052 -21.4419 4.6899 0.6851 0.2498 0.5961
H -8.4482 -13.9002 4.5122 0.5518 0.4203 0.2124
Se -3.8771 -20.5350 2.1318 -0.0245 0.2038 0.2814
H -2.3297 -16.1821 0.7797 0.1474 0.5422 -0.4360
C -0.9347 -20.7375 2.7597 -0.0160 -0.9379 -2.0041
H -9.1114 -17.3022 1.4758 1.1614 -0.0377 0.1925
H -7.3842 -15.2039 4.6305 0.3348 -0.9488 0.1475
C -5.9111 -18.2583 0.9284 0.1471 1.6986 1.8116
C -7.2834 -18.3358 0.9279 0.7769 -1.6898 -0.4773
H -3.0106 -15.6570 6.8071 0.4609 0.7790 0.0583
H -4.4984 -12.4613 4.4135 0.8398 -0.2783 0.4137
H -1.8873 -18.8247 7.7304 0.0965 1.0429 -0.4800
H -2.0285 -21.5013 0.9927 0.7133 -0.7519 0.6565
C -3.7800 -12.6157 0.6494 -0.4701 -1.3280 -1.7144
H -6.9280 -13.7564 5.5498 -0.3915 -0.0864 -0.3892
H -7.8936 -11.7091 2.3583 0.1663 -1.2179 -0.8376
C 0.1490 -21.7891 2.6637 0.9818 -1.4218 0.2767
H -1.4568 -14.4333 3.1552 -0.6013 -0.2771 -0.8221
H -5.4476 -19.3560 5.1957 0.3233 -0.0040 0.0566
H -5.9181 -11.4932 4.4115 0.0299 0.0724 -0.1990
H -4.2887 -15.7354 4.5589 -0.7565 -0.3674 -0.0355
O -4.0968 -17.8548 4.6391 -1.2894 -0.7187 -0.3888
H 0.6629 -19.4352 2.0764 -0.7513 -0.1078 -0.1695
H -1.5100 -17.0303 7.7332 0.3559 -0.2586 -0.3413
H -3.3324 -15.6894 -0.5766 -0.2252 0.2848 0.2164
C -2.0874 -21.4813 2.0924 -2.8024 0.5255 0.2808
C -7.9873 -17.2834 1.4849 -1.8799 0.2526 -0.3238
C -2.3855 -13.8514 2.9567 2.2202 1.4841 -0.9539
H -8.1351 -13.1385 1.1595 -0.3965 -0.1238 0.5606
H -4.8434 -11.4408 3.0382 0.7997 0.9857 -1.2285
H -2.1533 -20.0422 4.4222 -0.2233 0.1298 -0.4113
C -1.1731 -20.4637 4.2027 -0.8640 1.1838 0.6922
H 0.4105 -21.9786 1.5926 0.0764 0.2475 0.7122
Se -1.1015 -17.7064 2.4728 0.3030 -0.1250 -0.1316
H -4.6816 -15.9416 7.0028 -0.8171 -0.2635 0.2475
C -7.4441 -12.6108 1.8178 0.6874 1.4290 -0.1075
C -7.3702 -14.1361 4.6104 0.0871 0.6746 -0.8486
O 1.3099 -21.4619 3.4415 -0.9760 1.1350 0.1859
C -5.4506 -18.2866 5.0100 0.9401 0.1798 0.2797
H -5.7764 -17.7417 5.8870 0.1402 -0.0548 0.3398
H -1.9431 -12.8120 2.7194 -0.5921 -1.2492 0.3831
H -6.7384 -12.1772 1.0565 -0.4126 -0.1593 0.7894
C -3.7821 -16.5664 5.0630 1.3719 1.6990 0.8363
C -2.0250 -17.8416 7.2003 -1.4145 -0.8536 1.6258
H -6.1687 -18.0870 4.2489 -0.3122 0.3346 -1.0403
O -0.1874 -19.5490 4.7214 0.5198 -1.8621 1.0723
H -4.7960 -12.3494 0.6462 -1.1866 1.0826 0.0537
H -1.7552 -17.9715 6.1792 0.5849 0.0932 -0.8081
O -3.4362 -17.5745 7.3024 -0.2469 0.6315 -0.3306
C -7.3621 -16.1638 1.9049 2.6229 -0.5219 -0.6975
H -2.7421 -16.3373 4.7787 -0.1183 -0.7650 -0.2791
H -7.7324 -19.3026 0.6508 0.0655 0.7426 -0.0645
Zn -3.4341 -18.1587 2.5047 -0.7285 -0.1750 -0.4699
H -5.2847 -19.0852 0.7016 0.1434 -0.6303 -0.6145
H -3.5285 -12.8486 -0.3929 -0.0477 0.0712 0.0766
H -0.2754 -22.7554 3.0554 0.3709 0.6490 -0.2717
C -0.4356 -19.5388 1.9321 0.3114 1.1684 1.0575
C -5.8779 -15.9997 1.8468 -0.4921 -1.8835 0.6410
C -5.2463 -12.0732 3.7629 -2.2082 -1.4402 0.8698
H -2.7454 -13.7588 3.9446 -1.0678 0.2184 1.1044
H -3.1060 -11.9041 0.9716 1.0576 1.8435 0.8218
C -2.7616 -15.3029 0.2761 0.0680 0.1632 0.3751
H -0.3172 -18.6799 4.3208 -0.4086 0.3065 -0.4352
Si -6.3267 -13.5366 3.0638 0.3828 0.4303 0.2747
H 0.9769 -20.6837 3.9940 1.0722 -1.0542 -0.5284
```
Forces are in eV/Å.

Values from the calculation:
relative energy (zero: lowest compared OMol25 entry of this formula, charge and spin) = 129.57 kJ/mol
frontier orbital gap = 6.70 eV
E_tot = -227005.9553 eV
strongest force on any atom = 2.87 eV/Å
total charge = -1

---

The following is a DFT calculation (ωB97M-V/def2-TZVPD) of a structure of composition C2H6O4PS.

```
14
Properties=species:S:1:pos:R:3:forces:R:3
C -1.2432 0.0568 -1.3912 0.5374 -0.4322 0.2795
H -0.9045 1.0859 -1.4263 0.0611 0.2039 -0.0270
H -2.3075 0.0053 -1.1551 0.0109 -0.0231 0.0720
O 2.9941 -0.2379 -1.2628 -0.1215 0.1119 0.3282
H -1.3774 0.9737 1.1709 -0.1137 0.1037 -0.0440
O 1.8750 1.6347 -0.1197 0.0058 -0.1807 0.0424
H -1.3396 -0.5506 2.1022 -0.0933 -0.0860 0.0043
S 2.3194 0.2519 -0.0759 -1.6763 -0.9954 -0.3260
O -0.8205 -2.2564 0.0186 0.1740 -0.8954 -0.0984
C -0.7836 0.1043 1.4366 0.4977 -0.2473 -0.3415
O 2.8204 -0.2156 1.2022 -0.1000 0.1004 -0.2352
H -1.0640 -0.4245 -2.3486 0.0003 0.0007 -0.1377
P -0.2936 -0.8695 -0.0825 0.8308 2.2967 0.3695
H 0.1250 0.4418 1.9315 -0.0133 0.0429 0.1139
```
Forces are in eV/Å.

Values from the calculation:
relative energy (zero: lowest compared OMol25 entry of this formula, charge and spin) = 86.94 kJ/mol
frontier orbital gap (spin up / spin down) = 7.74 / 7.74 eV
E_tot = -30487.1916 eV
strongest force on any atom = 2.47 eV/Å
total charge = -1

---

The following is a DFT calculation (ωB97M-V/def2-TZVPD) of an isolated molecule of C3H4O2.

```
9
Properties=species:S:1:pos:R:3:forces:R:3
H 1.5586 -0.9895 0.8490 -1.1869 0.5742 0.0665
C 1.1732 -0.3576 0.0330 0.9296 -0.0393 -3.1915
C -1.4269 0.1421 0.3976 0.9531 -1.1778 -0.5863
O -2.4655 -0.2645 -0.0877 1.4475 0.9806 0.8676
H -1.2077 0.2353 1.5247 -0.6036 0.1523 -1.1194
C -0.1069 0.3304 -0.4422 -1.9782 -2.1768 1.9401
H -0.2190 0.3958 -1.4999 -0.2243 0.2516 -0.7254
O 0.9074 1.0115 0.1532 1.2062 1.6674 1.1557
H 1.7868 -0.5035 -0.9277 -0.5434 -0.2322 1.5927
```
Forces are in eV/Å.

Values from the calculation:
relative energy (zero: lowest compared OMol25 entry of this formula, charge and spin) = 236.28 kJ/mol
frontier orbital gap = 10.79 eV
E_tot = -7268.2371 eV
strongest force on any atom = 3.52 eV/Å
SMILES string = O=C[C@@H]1CO1